Molecular formula: C5H14NO
Method: DFT, the ωB97M-V functional and the def2-TZVPD basis

The geometry in XYZ format:
```
21
Properties=species:S:1:pos:R:3:forces:R:3
C 0.19114 0.58839 0.92363 -0.64 -1.03 -0.10
O -0.68842 -0.44150 1.49384 1.15 0.07 -0.16
C -0.33942 0.99885 -0.39234 -0.76 -0.20 -0.34
C -0.66750 0.01164 -1.48165 0.35 -0.23 0.27
C -0.03408 0.43676 -2.80635 0.14 1.89 0.48
C 1.50044 0.50161 -2.77121 -0.10 -1.82 -0.74
N -0.17422 -1.70733 4.13039 0.59 -0.21 1.82
H 1.12905 0.04002 0.85221 0.24 0.27 -0.07
H 0.26770 1.41759 1.61552 0.19 0.20 0.13
H -1.56440 -0.08930 1.52066 -0.97 0.35 0.08
H -0.96382 1.88679 -0.45279 0.35 0.27 0.16
H -0.37233 -1.00198 -1.20061 0.22 0.01 0.02
H -1.75550 -0.03548 -1.58868 -0.06 0.08 -0.10
H -0.43774 -0.06969 -3.67873 0.22 -0.50 0.08
H -0.34186 1.48508 -2.94966 -0.21 -0.14 -0.14
H 1.85221 0.52371 -3.80521 0.19 0.45 0.09
H 1.97957 1.27163 -2.17698 -0.37 0.29 0.04
H 1.87821 -0.46507 -2.41166 0.06 0.12 0.16
H 0.09201 -0.93559 4.74964 -0.50 0.13 -0.56
H 0.57845 -2.35479 4.35696 -0.25 -0.31 -0.51
H -0.11303 -1.42425 3.17509 0.15 0.32 -0.59
```
Forces are in eV/Å.

The value obtained for the HOMO energy (spin up / spin down) is -8.298 / -9.609 eV. Its spin multiplicity is 2. Its gap between HOMO and LUMO (spin up / spin down) is 9.26 / 9.54 eV. The net charge is 0. As for the energy above the lowest of the compared OMol25 structures with the same formula, charge and spin: 13.6 kcal per mole. The calculated total energy comes out at -8947.525 eV.

***

Molecular formula: C5H14NO
Method: DFT, the ωB97M-V functional and the def2-TZVPD basis

The geometry in XYZ format:
```
21
Properties=species:S:1:pos:R:3:forces:R:3
C 1.00852 1.13035 -1.52923 -0.37 0.09 -0.21
C 0.14996 1.65500 -0.37777 0.57 0.26 0.08
C -0.84299 0.63676 0.17814 0.10 -0.55 -0.18
C -0.37233 -0.30912 1.25746 -0.49 -0.30 -0.11
C -0.86836 -1.58052 1.57289 0.59 0.47 0.28
N 0.95491 0.09651 1.89892 0.06 0.82 0.46
H 1.85045 1.78773 -1.73036 0.19 0.03 0.04
H 0.39351 1.14190 -2.43327 0.11 -0.29 -0.02
H 1.37063 0.11205 -1.36845 -0.03 0.03 0.06
H -0.36731 2.54748 -0.73924 -0.11 -0.08 0.08
H 0.83352 2.04047 0.39737 -0.27 -0.04 0.00
H -1.74712 1.14666 0.52920 0.04 0.11 0.05
H -1.17902 -0.00085 -0.65119 -0.06 0.14 -0.02
H -1.08431 -1.79881 2.62101 0.36 -0.37 -0.08
H -0.94801 -2.39175 0.85546 -0.55 0.17 -0.17
H 1.75779 0.10458 1.24794 -0.03 -0.08 -0.03
H 1.18957 -0.56212 2.63927 -0.28 -0.24 -0.10
H 0.90873 1.03106 2.31907 0.15 -0.13 -0.06
H -1.73341 -2.44643 -2.14231 -0.24 0.04 0.55
H -0.40937 -2.19707 -2.69721 0.47 0.17 0.21
O -0.86537 -2.14389 -1.84769 -0.20 -0.23 -0.83
```
Forces are in eV/Å.

The value obtained for the HOMO energy (spin up / spin down) is -4.734 / -6.337 eV. Its spin multiplicity is 2. Its gap between HOMO and LUMO (spin up / spin down) is 5.47 / 6.81 eV. The net charge is 0. As for the energy above the lowest of the compared OMol25 structures with the same formula, charge and spin: 66.1 kcal per mole. The calculated total energy comes out at -8945.248 eV.

***

Molecular formula: C5H14NO
Method: DFT, the ωB97M-V functional and the def2-TZVPD basis

The geometry in XYZ format:
```
21
Properties=species:S:1:pos:R:3:forces:R:3
C -2.27970 -0.25341 0.41429 -0.51 0.86 1.28
C 0.63740 0.83064 -1.30580 1.50 2.36 2.30
C 2.38864 -1.21536 0.29728 1.06 -0.84 1.80
C -1.16852 -1.03867 -0.22849 1.44 4.77 4.00
C 0.66001 0.36438 0.16629 -4.16 -2.37 -1.56
N -0.00986 1.48597 0.85730 -0.86 -3.99 2.93
O 1.55160 -0.27765 0.97832 -0.63 2.28 -1.73
H -2.27426 0.94967 0.29973 -0.58 -2.32 -0.11
H -2.53541 -0.49502 1.50289 0.96 0.50 -1.29
H -3.16826 -0.58868 -0.07775 -0.96 0.45 -0.55
H 1.38308 1.63783 -1.42969 -0.21 0.20 0.03
H 0.96930 0.14690 -1.97480 0.56 -2.48 -1.95
H -0.33450 1.25269 -1.60650 0.26 -0.45 0.40
H 3.43181 -1.00222 0.67628 -1.18 -0.66 -0.49
H 2.37005 -1.19266 -0.76894 -0.19 0.48 -0.72
H 1.96978 -2.17721 0.62569 0.78 -0.03 -0.19
H -0.91105 -1.82749 0.38146 0.75 -2.11 0.38
H -1.21623 -0.97339 -1.23644 0.26 -0.66 -2.98
H 0.58146 2.25849 0.75142 0.15 2.39 -0.62
H -1.05483 1.34754 0.57254 1.55 1.32 0.19
H -0.00469 1.26259 1.89340 0.00 0.32 -1.12
```
Forces are in eV/Å.

The value obtained for the HOMO energy is -12.212 eV. Its gap between HOMO and LUMO is 9.01 eV. The net charge is +1. As for the energy above the lowest of the compared OMol25 structures with the same formula, charge and spin: 126.3 kcal per mole. The calculated total energy comes out at -8938.529 eV.

***

Molecular formula: C5H14NO
Method: DFT, the ωB97M-V functional and the def2-TZVPD basis

The geometry in XYZ format:
```
21
Properties=species:S:1:pos:R:3:forces:R:3
C 0.99257 -0.61362 -0.01251 -0.63 0.97 -0.35
C 1.17825 0.23003 1.25283 1.14 -1.19 0.80
C 0.05750 1.16758 1.72919 0.22 0.41 -0.39
C -1.77577 -0.55554 1.57237 -0.12 -0.21 0.28
C -1.32483 0.68581 1.40641 -0.53 -0.57 -0.38
N 0.34249 0.27156 -1.05694 -0.02 -0.09 -0.35
H 0.32182 -1.46055 0.10158 0.15 -0.07 0.05
H 1.93937 -0.88729 -0.46841 0.06 -0.38 0.32
H 1.39761 -0.45012 2.08420 -0.25 -0.34 -0.26
H 2.17241 0.67854 1.15544 -0.38 0.78 -0.02
H 0.20689 2.15412 1.28272 -0.11 0.03 0.09
H 0.14737 1.31206 2.80475 0.16 0.04 0.03
H -1.26577 -1.32428 2.14659 0.39 0.11 -0.20
H -2.73899 -0.88960 1.20631 -0.15 0.35 0.09
H -2.01363 1.38430 0.93709 0.11 0.14 -0.04
H 0.90778 1.10261 -1.21370 0.17 0.02 -0.11
H 0.17867 -0.20340 -1.98943 0.27 0.11 0.55
H -0.54227 0.60204 -0.68153 -0.40 -0.07 0.08
H 0.49686 -1.76355 -3.81072 0.02 -0.13 -0.06
H -0.30268 -0.49745 -4.19555 0.06 -0.12 -0.06
O 0.23897 -0.89132 -3.50122 -0.15 0.20 -0.07
```
Forces are in eV/Å.

The value obtained for the HOMO energy is -13.573 eV. Its gap between HOMO and LUMO is 10.53 eV. The net charge is +1. As for the energy above the lowest of the compared OMol25 structures with the same formula, charge and spin: 25.7 kcal per mole. The calculated total energy comes out at -8942.895 eV.

***

Molecular formula: C5H14NO
Method: DFT, the ωB97M-V functional and the def2-TZVPD basis

The geometry in XYZ format:
```
21
Properties=species:S:1:pos:R:3:forces:R:3
C 0.07296 1.63373 0.59495 -2.54 3.15 -1.38
C 0.12922 0.75188 -0.65211 3.81 -0.15 -0.17
C -0.79158 -0.38124 -0.89254 -0.01 -0.93 -1.59
C -1.90255 -0.73011 -0.24482 0.26 0.28 1.08
C -0.36804 -0.94348 -2.29376 -1.56 -1.80 1.51
N 0.48950 0.97985 1.83437 -1.87 -3.47 -1.47
H 0.52129 2.70017 0.46186 0.07 -2.28 0.32
H -1.00823 1.94309 0.71660 0.89 -0.56 0.11
H 1.24888 0.31663 -0.79845 -2.25 1.10 0.50
H 0.03299 1.37098 -1.58443 0.05 -0.09 1.10
H -2.07547 -0.45467 0.81895 -0.11 0.38 -0.90
H -2.71466 -1.29860 -0.68411 0.47 -0.49 0.03
H -0.64522 -0.18180 -2.96302 0.34 1.06 -1.31
H 0.70178 -1.25945 -2.34524 -0.91 0.50 0.02
H -1.03127 -1.79966 -2.59548 0.80 0.57 0.48
H 1.33014 0.42246 1.64450 0.96 0.15 0.83
H 0.34098 1.46294 2.66255 0.85 1.97 1.87
H -0.17163 0.17340 2.05794 0.61 0.85 -0.92
H 1.38383 -1.77841 0.94683 -0.41 -0.12 -0.53
H 2.47194 -1.76078 1.94250 0.61 0.00 0.45
O 1.98515 -1.16693 1.37291 -0.08 -0.14 -0.03
```
Forces are in eV/Å.

The value obtained for the HOMO energy is -13.126 eV. Its gap between HOMO and LUMO is 9.78 eV. The net charge is +1. As for the energy above the lowest of the compared OMol25 structures with the same formula, charge and spin: 51.8 kcal per mole. The calculated total energy comes out at -8941.761 eV.

***

Molecular formula: C5H14NO
Method: DFT, the ωB97M-V functional and the def2-TZVPD basis

The geometry in XYZ format:
```
21
Properties=species:S:1:pos:R:3:forces:R:3
C -1.37209 -0.25326 -2.03419 0.84 0.09 -0.73
C -0.37717 0.17966 -0.94810 -1.55 -1.42 -0.27
N -1.19288 0.94242 0.07190 -0.71 0.84 -1.31
C 0.20487 -1.03564 -0.26768 2.23 -1.03 -1.05
C 1.25145 -0.92793 0.87082 -1.13 0.92 0.83
C 1.57707 0.49071 1.33071 1.32 -0.84 -1.19
O 0.42229 1.11575 1.85943 0.58 0.55 1.27
H -2.21601 -0.79253 -1.63841 -0.53 0.08 0.32
H -1.64830 0.62511 -2.61785 -0.46 -0.07 0.08
H -0.93654 -0.95094 -2.75973 0.28 0.22 0.26
H 0.36027 0.77591 -1.46324 0.31 0.63 0.59
H -0.67372 0.97057 0.97328 -0.05 -0.19 0.58
H -1.31654 1.92981 -0.15375 -0.09 -0.03 -0.38
H -2.13215 0.54479 0.15216 0.27 -0.10 0.03
H -0.49211 -1.83691 -0.09876 -0.95 0.13 0.59
H 0.78502 -1.54763 -1.04864 -0.14 0.39 -0.33
H 0.82159 -1.35654 1.76488 -0.07 -0.57 0.28
H 2.15207 -1.48217 0.65574 0.25 -0.03 -0.21
H 1.96079 1.08245 0.49174 -0.25 0.21 0.18
H 2.39923 0.43171 2.03924 -0.17 0.23 0.33
H 0.42288 1.09469 2.82041 0.02 0.01 0.11
```
Forces are in eV/Å.

As for the SMILES: C[C@@H]([NH3+])CCCO. The value obtained for the HOMO energy is -15.200 eV. Its gap between HOMO and LUMO is 12.21 eV. The net charge is +1. As for the energy above the lowest of the compared OMol25 structures with the same formula, charge and spin: 23.5 kcal per mole. The calculated total energy comes out at -8942.987 eV.

***

Molecular formula: C5H14NO
Method: DFT, the ωB97M-V functional and the def2-TZVPD basis

The geometry in XYZ format:
```
21
Properties=species:S:1:pos:R:3:forces:R:3
C -1.80924 0.01206 -1.44596 0.10 0.16 -0.36
C -0.68042 -1.07724 -1.51918 -0.92 0.10 -0.56
C -0.46996 0.49362 -1.63566 0.74 0.39 0.54
C 0.28507 1.21198 -0.57732 -0.29 -1.32 0.36
C 1.55393 0.50913 -0.07562 -0.09 1.59 -0.41
N 1.21465 -0.50207 2.56363 -0.11 -0.84 0.60
H -2.26279 0.15051 -0.48590 -0.28 0.13 0.14
H -2.47305 0.03014 -2.29785 -0.26 -0.34 -0.12
H -0.55889 -1.58247 -2.47064 0.00 -0.07 0.27
H -0.63283 -1.63896 -0.59470 0.61 0.22 -0.20
H -0.16838 0.72955 -2.65127 0.16 -0.26 -0.15
H 0.56153 2.22797 -0.85894 0.21 0.37 -0.36
H 2.11996 -0.05549 -0.81768 -0.10 -0.27 0.12
H 1.16167 -0.16912 0.71332 0.15 -0.35 0.05
H 2.19537 1.24413 0.41573 0.08 -0.22 -0.12
H -0.41162 1.40828 0.24470 -0.05 0.12 0.34
H 1.26736 0.03776 3.42668 0.04 0.20 -0.17
H 1.51421 -1.45517 2.77914 0.21 0.12 -0.14
H -1.65693 -0.60156 1.95729 0.04 0.10 -0.54
H 0.28080 -0.52433 2.11598 -0.34 0.41 -0.21
O -1.03044 -0.44872 1.21425 0.12 -0.25 0.92
```
Forces are in eV/Å.

The value obtained for the HOMO energy is -13.972 eV. Its gap between HOMO and LUMO is 4.49 eV. The net charge is +1. As for the energy above the lowest of the compared OMol25 structures with the same formula, charge and spin: 214.6 kcal per mole. The calculated total energy comes out at -8934.704 eV.

***

Molecular formula: C5H14NO2
Method: DFT, the ωB97M-V functional and the def2-TZVPD basis

The geometry in XYZ format:
```
22
Properties=species:S:1:pos:R:3:forces:R:3
C 1.42573 1.36475 -0.81193 -1.67 -0.64 -0.54
O 1.34222 2.61015 -0.37288 0.29 -0.32 -0.05
C 0.05604 0.47584 -0.41477 1.47 0.38 1.75
C 0.13626 0.37581 1.13236 0.11 0.94 0.78
C 1.33145 -0.43249 1.68177 0.74 -0.27 -0.80
C -1.23217 -0.03439 1.76589 -0.19 -0.94 -2.27
N -0.10626 -0.83802 -1.05577 -0.15 0.25 -1.42
H 1.39917 1.20762 -1.94697 0.30 0.24 0.18
H 2.34795 0.77448 -0.46103 -0.74 0.18 -0.36
H -0.86746 1.05787 -0.64957 0.86 -0.03 -0.06
H 0.49333 1.42675 1.45282 -1.30 -1.12 -0.59
H 1.30534 -0.28085 2.80084 0.30 -0.68 -1.10
H 1.32577 -1.53717 1.34101 0.00 1.46 0.92
H 2.28684 0.05126 1.24062 -1.48 -0.95 1.02
H -2.02124 0.65724 1.42983 0.23 -0.18 0.19
H -1.32622 -0.20659 2.79489 0.51 0.66 2.00
H -1.56867 -1.07113 1.46087 0.48 0.92 -0.58
H 0.45679 -1.61410 -0.72729 0.26 0.45 0.38
H 0.19661 -0.66877 -2.02851 -0.12 -0.39 0.43
H -2.58220 -0.49329 -3.21429 -0.61 4.31 -0.50
H -1.96286 -1.46048 -2.33363 2.73 -0.26 4.15
O -2.43643 -1.36449 -3.08427 -2.03 -3.99 -3.54
```
Forces are in eV/Å.

The value obtained for the HOMO energy is -2.650 eV. Its gap between HOMO and LUMO is 6.42 eV. The net charge is -1. As for the energy above the lowest of the compared OMol25 structures with the same formula, charge and spin: 36.3 kcal per mole. The calculated total energy comes out at -10996.030 eV.